Entry 1:
Molecular formula: C16H15NO5
Method: DFT, ωB97M-V/def2-TZVPD

Geometry as XYZ:
```
37
Properties=species:S:1:pos:R:3
O -1.792 0.651 2.652
O 2.438 -1.683 -3.446
N -0.554 -1.679 3.333
O 2.422 -4.844 0.548
O 1.110 -3.619 2.466
O 0.350 1.057 -1.415
C -1.005 0.166 1.861
C 1.612 -1.245 -2.657
C -0.364 -1.151 2.151
C 0.127 0.203 -0.353
C -0.660 0.822 0.586
C 1.869 -3.074 -1.029
C 1.769 -3.654 0.253
C 1.074 -2.998 1.261
C 1.359 -1.807 -1.291
C 0.485 -1.776 1.080
C 0.659 -1.161 -0.176
C -0.608 3.252 1.154
C -2.644 2.169 0.039
C -0.985 2.870 -2.310
C -1.083 2.202 0.168
C -0.205 2.374 -1.132
H -0.070 -2.570 3.510
H 2.924 -5.160 -0.229
H 1.711 -4.368 2.328
H 1.012 -0.453 -3.066
H 2.380 -3.604 -1.814
H -0.617 4.273 0.730
H -1.234 3.256 2.064
H 0.425 3.047 1.424
H -3.079 1.951 1.039
H -2.957 1.402 -0.633
H -3.042 3.119 -0.318
H -0.277 3.038 -3.146
H -1.724 2.100 -2.588
H -1.459 3.829 -2.071
H 0.633 3.068 -0.972
```

Its relative energy (zero: lowest compared OMol25 entry of this formula, charge and spin) is 65.6 kcal per mole. The HOMO energy is -8.454 eV. Its SMILES is [H]/N=C1/C(=O)C2=C(O[C@@H](C)C2(C)C)c2c(C=O)cc(O)c(O)c21. The value obtained for the LUMO energy is -1.0 eV.

Entry 2:
Molecular formula: C18H21N4O2RhS
Method: DFT, ωB97M-V/def2-TZVPD

Geometry as XYZ:
```
47
Properties=species:S:1:pos:R:3
Rh -0.671 -0.174 0.271
N 0.847 -1.138 -0.675
C 0.600 -1.261 -2.139
C 0.185 0.107 -2.626
N -0.934 0.548 -1.750
H 1.747 -0.695 -0.496
H 0.886 -2.064 -0.247
H -0.201 -1.990 -2.269
H 1.489 -1.635 -2.646
H -0.105 0.091 -3.675
H 1.002 0.822 -2.511
H -1.800 0.115 -2.069
H -1.080 1.550 -1.844
C -7.349 -1.876 4.071
C -5.957 -1.914 3.521
C -5.021 -2.830 4.001
C -3.743 -2.886 3.477
C -3.403 -2.001 2.457
C -4.317 -1.073 1.955
C -5.583 -1.038 2.493
S -1.806 -2.085 1.823
O -1.075 -3.169 2.376
O -1.827 -1.958 0.318
N -1.052 -0.627 2.039
C -0.384 0.035 3.076
C -0.407 -0.232 4.416
C 0.314 0.604 5.297
C 1.030 1.673 4.836
C 1.076 1.961 3.448
C 1.791 3.037 2.882
C 1.775 3.229 1.524
C 1.060 2.343 0.715
N 0.374 1.322 1.206
C 0.367 1.125 2.571
H -7.417 -2.399 5.022
H -8.036 -2.357 3.372
H -7.688 -0.850 4.207
H -5.300 -3.514 4.791
H -3.023 -3.607 3.840
H -4.043 -0.399 1.154
H -6.305 -0.326 2.115
H -0.972 -1.070 4.801
H 0.289 0.388 6.356
H 1.570 2.312 5.522
H 2.349 3.705 3.526
H 2.310 4.047 1.064
H 1.045 2.470 -0.360
```

Its relative energy (zero: lowest compared OMol25 entry of this formula, charge and spin) is 0.0 kcal per mole. The HOMO energy is -14.659 eV. The net charge is +2. The value obtained for the LUMO energy is -7.9 eV.

Entry 3:
Molecular formula: C4H9NO
Method: DFT, ωB97M-V/def2-TZVPD

Geometry as XYZ:
```
15
Properties=species:S:1:pos:R:3
C -1.320 -0.469 0.489
N -0.260 0.352 -0.031
C -0.789 1.604 -0.507
C 1.774 -0.897 -0.705
C 1.692 -0.934 0.682
O 1.430 0.112 1.341
H -2.024 -0.740 -0.315
H -1.902 0.069 1.253
H -0.909 -1.389 0.918
H -1.303 2.138 0.308
H 0.015 2.233 -0.899
H -1.541 1.438 -1.297
H 1.902 0.049 -1.216
H 1.831 -1.813 -1.290
H 1.648 -1.919 1.179
```

Its relative energy (zero: lowest compared OMol25 entry of this formula, charge and spin) is 129.3 kcal per mole. The HOMO energy (spin up / spin down) is -8.571 / -8.652 eV. The value obtained for the LUMO energy (spin up / spin down) is 0.1 / -1.0 eV.

Entry 4:
Molecular formula: C13H26N3RuS4Se
Method: DFT, ωB97M-V/def2-TZVPD

Geometry as XYZ:
```
48
Properties=species:S:1:pos:R:3
Ru 0.000 0.047 -0.445
C -1.910 -1.471 1.551
C -1.661 -0.268 2.420
N -0.461 0.411 1.929
C -0.403 1.851 2.199
C -1.488 2.590 1.448
S -1.719 1.951 -0.247
C -3.213 0.907 -0.136
C -2.990 -0.545 -0.500
N -1.796 -1.164 0.106
H -2.892 -1.893 1.780
H -1.158 -2.229 1.777
H -1.544 -0.590 3.457
H -2.500 0.420 2.403
H 0.347 -0.020 2.367
H 0.569 2.209 1.862
H -0.489 2.071 3.268
H -1.195 3.632 1.324
H -2.458 2.578 1.942
H -3.920 1.319 -0.856
H -3.640 1.055 0.853
H -2.873 -0.633 -1.570
H -3.895 -1.100 -0.232
H -1.661 -2.051 -0.370
C 1.845 -3.018 -0.957
C 2.864 -2.261 -0.130
S 2.054 -1.049 0.931
C 3.169 0.367 0.895
C 3.485 0.937 -0.472
S 2.070 1.009 -1.620
C 2.552 -0.244 -2.878
C 1.521 -1.301 -3.211
S 0.614 -2.028 -1.840
H 2.345 -3.637 -1.703
H 1.245 -3.673 -0.323
H 3.394 -2.959 0.518
H 3.598 -1.750 -0.747
H 2.663 1.109 1.514
H 4.089 0.079 1.406
H 3.820 1.967 -0.349
H 4.287 0.397 -0.972
H 2.759 0.321 -3.786
H 3.490 -0.680 -2.545
H 0.737 -0.891 -3.837
H 1.987 -2.117 -3.767
Se -0.744 0.971 -2.886
C -1.957 -0.275 -3.456
N -2.722 -1.062 -3.810
```

Its relative energy (zero: lowest compared OMol25 entry of this formula, charge and spin) is 26.1 kcal per mole. The HOMO energy (spin up / spin down) is -14.498 / -14.799 eV. The net charge is +2. As for the expectation value of S²: 0.775. As for the spin multiplicity: 2. The value obtained for the LUMO energy (spin up / spin down) is -7.8 / -7.3 eV.

Entry 5:
Molecular formula: C2H4F2S
Method: DFT, ωB97M-V/def2-TZVPD

Geometry as XYZ:
```
9
Properties=species:S:1:pos:R:3
C -1.806 -1.057 0.484
C -1.117 0.098 0.566
F -0.056 0.430 -0.207
F -1.509 1.130 1.314
S 3.101 0.617 -1.609
H -1.630 -1.738 -0.309
H -2.559 -1.141 1.170
H 1.944 1.006 -1.076
H 3.632 0.655 -0.332
```

Its relative energy (zero: lowest compared OMol25 entry of this formula, charge and spin) is 32.0 kcal per mole. The HOMO energy is -9.633 eV. Its SMILES is C=C(F)F.S. The value obtained for the LUMO energy is 0.8 eV.

Entry 6:
Molecular formula: C34H18BiN9O6S6
Method: DFT, ωB97M-V/def2-TZVPD

Geometry as XYZ:
```
74
Properties=species:S:1:pos:R:3
Bi -0.565 -0.230 0.087
C 1.282 -3.479 -2.953
C 0.501 -2.722 -2.070
N 0.929 -1.598 -1.539
C 2.146 -1.127 -1.871
C 3.014 -1.839 -2.707
C 2.544 -3.045 -3.254
C 4.332 -1.331 -2.964
C 4.740 -0.171 -2.411
C 3.862 0.600 -1.579
C 4.257 1.798 -0.962
C 3.371 2.469 -0.166
C 2.075 1.957 -0.013
N 1.682 0.848 -0.595
C 2.564 0.146 -1.326
H 0.884 -4.400 -3.358
H -0.495 -3.039 -1.773
H 3.192 -3.617 -3.909
H 4.993 -1.910 -3.598
H 5.742 0.204 -2.584
H 5.266 2.165 -1.112
H 3.646 3.378 0.349
H 1.341 2.452 0.607
N -0.888 -4.195 2.952
C 0.157 -4.821 2.318
C 0.792 -6.034 2.553
C 1.878 -6.329 1.753
C 2.325 -5.429 0.776
C 1.689 -4.224 0.555
C 0.560 -3.929 1.317
N -0.260 -2.805 1.332
C -1.070 -2.993 2.336
C -2.087 -2.054 2.801
C -2.909 -2.241 3.868
S -3.934 -0.888 4.053
C -3.208 -0.161 2.681
N -2.265 -0.862 2.145
H -1.383 -4.526 3.758
H 0.473 -6.702 3.344
H 2.415 -7.257 1.907
H 3.218 -5.665 0.211
H 2.095 -3.499 -0.130
H -2.943 -3.070 4.552
H -3.515 0.796 2.282
S 1.860 -1.968 4.256
C 1.951 -1.044 2.841
S 3.149 -1.278 1.649
S 0.756 0.238 2.608
S -2.656 -1.864 -0.977
C -2.865 -1.285 -2.605
C -3.794 -2.038 -3.405
N -4.549 -2.660 -4.015
C -2.244 -0.213 -3.170
S -1.086 0.849 -2.418
C -2.550 0.122 -4.535
N -2.767 0.390 -5.634
O -3.162 2.105 0.770
C -2.070 2.657 0.637
O -0.919 2.136 0.590
C -2.070 4.178 0.530
C -3.245 4.834 0.186
C -3.236 6.213 0.086
C -2.111 6.977 0.327
C -0.966 6.289 0.674
C -0.917 4.910 0.775
N 0.258 7.073 0.937
O 1.267 6.465 1.239
O 0.188 8.286 0.817
N -4.481 6.918 -0.281
O -4.440 8.136 -0.354
O -5.474 6.247 -0.484
H -4.140 4.255 0.008
H -2.126 8.052 0.248
H -0.003 4.398 1.036
```

Its relative energy (zero: lowest compared OMol25 entry of this formula, charge and spin) is 17.3 kcal per mole. The HOMO energy is -1.151 eV. The net charge is -2. The value obtained for the LUMO energy is 2.7 eV.

Entry 7:
Molecular formula: ClH2NP2
Method: DFT, ωB97M-V/def2-TZVPD

Geometry as XYZ:
```
6
Properties=species:S:1:pos:R:3
N 1.028 0.717 0.002
P 2.729 1.112 -0.015
P -0.663 1.456 0.003
Cl 4.596 -0.354 0.022
H 1.058 -0.316 -0.210
H -0.969 0.182 0.103
```

Its relative energy (zero: lowest compared OMol25 entry of this formula, charge and spin) is 61.4 kcal per mole. The HOMO energy (spin up / spin down) is -8.587 / -8.080 eV. The value obtained for the LUMO energy (spin up / spin down) is -1.2 / -1.5 eV.

Entry 8:
Molecular formula: C17H38BrN9O4P2S3SbTi
Method: DFT, ωB97M-V/def2-TZVPD

Geometry as XYZ:
```
76
Properties=species:S:1:pos:R:3
Ti -0.208 0.170 0.916
S -1.954 5.220 -1.779
Sb -0.712 4.475 -0.106
S -2.571 3.657 1.436
S -4.089 3.464 0.220
C 1.023 -2.954 -1.693
N -0.339 -2.545 -2.003
C -0.522 -2.260 -3.418
P -1.169 -1.416 -0.989
O -0.503 -1.712 0.432
O 1.060 -0.023 -1.499
P 0.872 1.450 -1.389
O 0.115 1.859 -0.080
N 0.001 2.185 -2.615
C 0.621 2.041 -3.937
C -1.439 1.868 -2.671
N 2.362 2.192 -1.408
C 3.558 1.398 -1.680
C 2.507 3.618 -1.688
N -2.698 -2.209 -0.877
C -2.752 -3.660 -0.811
C -3.784 -1.625 -1.650
H 1.209 -3.952 -2.108
H 1.150 -2.998 -0.612
H 1.771 -2.260 -2.100
H -0.369 -3.168 -4.009
H 0.181 -1.495 -3.782
H -1.541 -1.906 -3.600
H 1.694 2.234 -3.877
H 0.176 2.765 -4.622
H 0.475 1.034 -4.346
H -1.865 1.809 -1.674
H -1.613 0.907 -3.164
H -1.955 2.658 -3.218
H 3.313 0.342 -1.617
H 4.341 1.622 -0.948
H 3.955 1.610 -2.680
H 1.550 4.054 -1.974
H 3.193 3.772 -2.527
H 2.901 4.163 -0.826
H -1.857 -4.042 -0.321
H -2.816 -4.121 -1.805
H -3.635 -3.978 -0.238
H -3.644 -0.544 -1.721
H -4.747 -1.814 -1.158
H -3.855 -2.037 -2.668
C 4.817 -1.463 2.232
N 3.488 -1.869 1.777
C 3.024 -3.211 2.134
C 2.591 -0.957 1.453
N 1.791 -0.189 1.170
H 4.869 -1.448 3.324
H 5.048 -0.470 1.854
H 5.554 -2.169 1.851
H 2.973 -3.330 3.219
H 3.714 -3.947 1.722
H 2.034 -3.372 1.717
N -4.383 0.247 1.841
C -3.201 -0.382 1.688
N -3.118 -1.662 2.079
O -2.223 0.270 1.244
H -5.209 -0.261 2.094
H -4.464 1.182 1.491
H -3.962 -2.178 2.243
H -2.328 -2.157 1.697
Br -0.155 -1.615 3.640
C -0.184 0.290 3.866
C -0.166 0.816 5.123
C 0.066 2.192 5.280
C 0.423 2.918 4.117
C 0.408 2.317 2.899
N 0.007 0.998 2.702
H -0.325 0.163 5.972
H 0.040 2.657 6.256
H 0.729 3.955 4.189
H 0.752 2.830 2.014
```

Its relative energy (zero: lowest compared OMol25 entry of this formula, charge and spin) is 72.4 kcal per mole. The HOMO energy (spin up / spin down) is -4.942 / -7.253 eV. As for the expectation value of S²: 3.780. As for the spin multiplicity: 4. The value obtained for the LUMO energy (spin up / spin down) is -0.6 / -1.5 eV.